Run P
Below is an isolated ion of composition C2H3O2S2 and charge -1, with properties calculated with ωB97M-V/def2-TZVPD.

Structure (ORCA input):
```
! RIJCOSX wB97M-V def2-TZVPD def2/J DEFGRID3
* xyz -1 1
O -1.008 -1.495 -0.135
C -0.328 -0.600 0.364
O 0.689 -0.971 1.269
C -0.619 0.896 -0.387
S -0.478 2.295 0.508
S 1.015 0.451 -1.508
H 0.568 -1.897 1.456
H -1.497 0.712 -1.114
H 1.658 0.610 -0.453
*
```

The structure (SMILES) is O=C(O)[C@@H]([S-])S. The frontier orbital gap comes out at 6.8 eV.

How is the electron density shared among the atoms? According to Löwdin, the charges in e are: number 1, O, carries -0.045; number 2, C, carries -0.589; number 3, O, carries -0.004; number 4, C, carries -1.090; number 5, S, carries 0.283; number 6, S, carries 0.552; number 7, H, carries 0.082; number 8, H, carries 0.064; number 9, H, carries -0.252

Run Q
Below is a 2-piece molecular cluster, C2H3O2S2 overall, with properties calculated with ωB97M-V/def2-TZVPD.

Structure (ORCA input):
```
! RIJCOSX wB97M-V def2-TZVPD def2/J DEFGRID3
* xyz -1 1
C 0.289 -0.477 0.730
C -0.350 0.826 1.027
O -0.513 -1.699 -2.674
O 0.751 0.412 -2.446
S 0.822 -1.425 1.877
S 0.648 -1.033 -2.084
H 0.053 1.437 1.939
H -0.433 1.383 0.159
H -1.266 0.576 1.472
*
```

The frontier orbital gap (alpha / beta) comes out at 6.0 / 6.0 eV.

How is the electron density shared among the atoms? According to Löwdin, the charges in e are: number 1, C, carries -0.880; number 2, C, carries -0.283; number 3, O, carries -0.551; number 4, O, carries -0.575; number 5, S, carries 0.430; number 6, S, carries 0.732; number 7, H, carries 0.089; number 8, H, carries 0.009; number 9, H, carries 0.029

Run R
Below is C2H3O2S2 as an isolated structure, with properties calculated with ωB97M-V/def2-TZVPD.

Structure (ORCA input):
```
! RIJCOSX wB97M-V def2-TZVPD def2/J DEFGRID3
* xyz -1 1
C 1.969 0.901 0.046
C -1.586 -0.262 -0.090
O 1.266 1.379 -0.768
O 2.657 1.070 1.011
S 2.008 -1.375 -0.302
S -1.542 -2.030 0.263
H -1.508 -0.024 -1.114
H -0.764 0.243 0.605
H -2.501 0.097 0.349
*
```

The frontier orbital gap (alpha / beta) comes out at 4.8 / 4.8 eV.

How is the electron density shared among the atoms? According to Löwdin, the charges in e are: number 1, C, carries -0.851; number 2, C, carries -0.686; number 3, O, carries 0.021; number 4, O, carries -0.004; number 5, S, carries 0.267; number 6, S, carries 0.257; number 7, H, carries -0.017; number 8, H, carries 0.037; number 9, H, carries -0.024

The computed energies, referenced to the most stable structure and given in kcal/mol, are run P 0.0; run Q 29.2; run R 38.5.

Run P
Below is C2H2O3 in the gas phase, with properties calculated with ωB97M-V/def2-TZVPD.

Structure (ORCA input):
```
! RIJCOSX wB97M-V def2-TZVPD def2/J DEFGRID3
* xyz 0 1
O -1.476 0.695 -0.492
C -1.135 -0.046 0.336
O 0.189 -0.335 0.557
C 1.218 0.027 -0.304
O 2.395 -0.074 -0.138
H -1.829 -0.660 1.148
H 0.638 0.392 -1.107
*
```

The structure (SMILES) is O=COC=O. The frontier orbital gap comes out at 11.7 eV.

How is the electron density shared among the atoms? According to Löwdin, the charges in e are: number 1, O, carries 0.119; number 2, C, carries -0.333; number 3, O, carries 0.026; number 4, C, carries -0.268; number 5, O, carries 0.136; number 6, H, carries 0.200; number 7, H, carries 0.120

Run Q
Below is C2H2O3 in the gas phase, with properties calculated with ωB97M-V/def2-TZVPD.

Structure (ORCA input):
```
! RIJCOSX wB97M-V def2-TZVPD def2/J DEFGRID3
* xyz 0 1
C -0.548 -0.824 -0.079
C 0.513 0.547 0.412
O -0.836 -0.363 -1.221
O 1.518 1.008 -0.320
O 0.461 1.826 0.207
H 0.175 -1.562 0.183
H -1.283 -0.631 0.819
*
```

The frontier orbital gap (alpha / beta) comes out at 9.1 / 9.1 eV.

How is the electron density shared among the atoms? According to Löwdin, the charges in e are: number 1, C, carries -0.308; number 2, C, carries -0.101; number 3, O, carries -0.057; number 4, O, carries 0.115; number 5, O, carries 0.133; number 6, H, carries 0.087; number 7, H, carries 0.132

Run R
Below is a 2-piece molecular cluster, C2H2O3 overall, with properties calculated with ωB97M-V/def2-TZVPD.

Structure (ORCA input):
```
! RIJCOSX wB97M-V def2-TZVPD def2/J DEFGRID3
* xyz 0 1
O -1.920 0.868 -0.304
C -1.804 -0.149 0.240
O -1.807 -1.211 0.760
C 1.367 0.192 -0.226
O 0.669 0.881 0.445
H 2.531 0.028 -0.030
H 0.963 -0.609 -0.885
*
```

The structure (SMILES) is O=C=O.C=O. The frontier orbital gap comes out at 11.0 eV.

How is the electron density shared among the atoms? According to Löwdin, the charges in e are: number 1, O, carries 0.196; number 2, C, carries -0.424; number 3, O, carries 0.174; number 4, C, carries -0.145; number 5, O, carries 0.001; number 6, H, carries 0.113; number 7, H, carries 0.083

The computed energies, referenced to the most stable structure and given in kcal/mol, are run P 12.2; run Q 162.2; run R 0.0.

Run P
Below is a 2-piece molecular cluster, C2H2O3 overall, with properties calculated with ωB97M-V/def2-TZVPD.

Structure (ORCA input):
```
! RIJCOSX wB97M-V def2-TZVPD def2/J DEFGRID3
* xyz 0 1
C 1.946 -0.433 -0.190
C -1.170 -0.216 0.688
O 2.474 -1.354 0.287
O 1.450 0.459 -0.747
O -0.885 0.857 -0.037
H -2.284 -0.550 0.500
H -1.531 1.237 -0.501
*
```

The frontier orbital gap comes out at 9.5 eV.

How is the electron density shared among the atoms? According to Löwdin, the charges in e are: number 1, C, carries -0.417; number 2, C, carries 0.046; number 3, O, carries 0.194; number 4, O, carries 0.169; number 5, O, carries -0.041; number 6, H, carries 0.023; number 7, H, carries 0.026

Run Q
Below is C2H2O3 in the gas phase, with properties calculated with ωB97M-V/def2-TZVPD.

Structure (ORCA input):
```
! RIJCOSX wB97M-V def2-TZVPD def2/J DEFGRID3
* xyz 0 1
O -1.600 0.160 -0.042
C -0.709 -0.553 0.173
C 0.681 0.007 0.112
O 1.544 -0.783 -0.041
O 0.804 1.259 0.053
H -0.778 -1.763 -0.092
H 0.058 1.673 -0.164
*
```

The structure (SMILES) is O=CC(=O)O. The frontier orbital gap comes out at 10.2 eV.

How is the electron density shared among the atoms? According to Löwdin, the charges in e are: number 1, O, carries 0.123; number 2, C, carries -0.188; number 3, C, carries -0.582; number 4, O, carries 0.157; number 5, O, carries 0.243; number 6, H, carries 0.189; number 7, H, carries 0.057

The computed energies, referenced to the most stable structure and given in kcal/mol, are run P 36.0; run Q 0.0.

Run P
Below is CH4O2P2 in the gas phase, with properties calculated with ωB97M-V/def2-TZVPD.

Structure (ORCA input):
```
! RIJCOSX wB97M-V def2-TZVPD def2/J DEFGRID3
* xyz 0 1
C -1.142 0.837 0.426
P -0.581 -0.533 -0.331
P 1.572 -0.147 -0.221
O 2.256 -1.035 0.704
O 1.998 1.218 -0.502
H -0.363 1.226 1.087
H -2.161 1.121 0.308
H -1.051 -0.745 -1.677
H -0.528 -1.942 0.205
*
```

The structure (SMILES) is C=[PH2]P(=O)=O. The frontier orbital gap comes out at 7.3 eV.

How is the electron density shared among the atoms? According to Löwdin, the charges in e are: number 1, C, carries -0.390; number 2, P, carries 0.626; number 3, P, carries 0.465; number 4, O, carries -0.331; number 5, O, carries -0.323; number 6, H, carries -0.009; number 7, H, carries -0.023; number 8, H, carries -0.009; number 9, H, carries -0.005

Run Q
Below is a 2-piece molecular cluster, CH4O2P2 overall, with properties calculated with ωB97M-V/def2-TZVPD.

Structure (ORCA input):
```
! RIJCOSX wB97M-V def2-TZVPD def2/J DEFGRID3
* xyz 0 1
C 0.055 -0.098 0.350
O -4.350 -0.715 0.493
O -2.858 1.244 0.291
P -2.971 -0.252 0.190
P -0.211 1.573 -0.151
H 0.108 -0.191 1.498
H -1.081 -0.634 0.244
H 0.921 -0.448 -0.156
H -0.356 1.118 -1.414
*
```

The frontier orbital gap comes out at 6.4 eV.

How is the electron density shared among the atoms? According to Löwdin, the charges in e are: number 1, C, carries -0.528; number 2, O, carries -0.449; number 3, O, carries -0.498; number 4, P, carries 0.587; number 5, P, carries 0.990; number 6, H, carries 0.061; number 7, H, carries -0.059; number 8, H, carries 0.015; number 9, H, carries -0.119

The computed energies, referenced to the most stable structure and given in kcal/mol, are run P 0.0; run Q 11.5.